1 | Molecular formula: C30H89N7O11
Method: DFT, wB97M-V/def2-TZVPD

SMILES = COC[C@H](C)N.COC[C@H](C)N.COC[C@H](C)N.COC[C@H](C)N.COC[C@H](C)N.COC[C@H](C)N.COC[C@H](C)N.CCO.O.O.O
HOMO = -0.319 Ha
Total charge = 0

The geometry in XYZ format:
```
137
Properties=species:S:1:pos:R:3:mulliken_charge:R:1
C 9.205 10.528 19.659 -0.8594
O 10.145 10.032 18.693 -0.2060
C 10.830 8.853 19.121 -1.2686
C 11.444 8.128 17.988 1.7911
C 10.508 7.807 16.828 -1.3067
N 12.042 6.873 18.537 -0.7449
H 8.761 11.427 19.191 0.2230
H 9.762 10.897 20.529 0.3501
H 8.448 9.792 19.953 0.3031
H 11.619 9.152 19.798 0.3454
H 10.154 8.182 19.655 0.4112
H 12.174 8.868 17.598 -0.5154
H 9.623 7.275 17.222 0.3503
H 11.027 7.142 16.121 0.4322
H 10.166 8.653 16.177 0.1232
H 12.758 7.071 19.204 0.2381
H 12.352 6.213 17.805 0.2596
C 11.495 10.511 11.924 -0.8000
O 12.573 11.093 11.186 -0.1544
C 12.132 12.281 10.449 0.1113
C 13.169 12.632 9.425 0.6846
C 13.021 14.112 8.897 -1.4904
N 13.237 11.702 8.310 -0.6929
H 11.957 9.630 12.401 0.2192
H 10.562 10.297 11.363 0.4086
H 11.089 11.119 12.752 0.1578
H 11.155 12.141 9.945 0.5215
H 12.030 13.158 11.188 -0.3959
H 14.137 12.561 9.942 -0.2470
H 13.926 14.327 8.331 0.4125
H 13.024 14.895 9.683 0.2532
H 12.123 14.281 8.295 0.4612
H 12.930 10.787 8.607 0.3158
H 12.501 12.034 7.637 0.3347
C 16.420 9.158 11.790 -0.5154
O 17.580 9.625 12.372 -0.4095
C 17.794 9.379 13.739 -0.2772
C 19.273 9.591 14.159 0.3469
C 19.303 9.437 15.624 -1.3680
N 19.793 10.898 13.642 -0.7195
H 15.861 8.372 12.397 0.2596
H 16.638 8.805 10.800 0.3636
H 15.706 9.972 11.626 -0.0137
H 17.290 10.104 14.383 -0.1106
H 17.397 8.411 14.002 0.6752
H 19.799 8.828 13.595 0.4216
H 19.005 8.399 15.935 0.3444
H 18.637 10.122 16.170 0.1619
H 20.289 9.552 16.121 0.3601
H 19.200 11.598 14.072 0.1552
H 19.538 10.917 12.678 0.3231
C 13.433 17.764 14.779 -0.0387
O 13.665 17.451 16.147 -0.4672
C 14.076 16.172 16.534 1.2397
C 13.453 15.882 17.873 -0.2305
C 13.878 14.406 18.228 -1.0874
N 12.016 15.944 17.816 -0.7158
H 14.382 17.756 14.213 0.0143
H 12.907 18.712 14.644 0.3659
H 12.873 16.931 14.241 -0.1578
H 13.610 15.429 15.813 -0.5706
H 15.177 16.015 16.628 -0.0531
H 13.760 16.586 18.644 0.4089
H 13.431 14.118 19.186 0.5804
H 14.981 14.295 18.300 0.3726
H 13.567 13.719 17.464 -0.2681
H 11.597 15.203 17.268 0.1788
H 11.713 16.831 17.446 0.3454
C 10.907 15.433 12.695 -0.9755
O 10.885 14.179 13.354 0.2471
C 9.707 13.839 14.092 -0.9734
C 10.199 12.724 15.030 1.6195
C 9.131 12.315 16.053 -1.5460
N 11.354 13.239 15.824 0.6223
H 10.563 16.342 13.284 0.3549
H 10.277 15.484 11.775 0.2388
H 11.942 15.635 12.408 0.1736
H 9.331 14.694 14.727 0.3271
H 8.946 13.362 13.445 0.3418
H 10.421 11.817 14.433 -0.7436
H 9.510 11.444 16.651 0.0429
H 8.178 12.060 15.586 0.4929
H 8.941 13.184 16.700 0.3956
H 12.016 13.610 15.127 -0.3975
H 11.755 12.696 16.568 -0.0888
C 21.049 18.647 13.983 -0.6976
O 19.687 18.535 14.167 -0.3190
C 19.190 17.255 13.763 -0.6208
C 17.689 17.384 13.875 -0.1198
C 17.303 17.542 15.346 -1.1127
N 17.039 16.123 13.317 -0.0936
H 21.403 19.658 14.196 0.2476
H 21.253 18.344 12.940 0.2810
H 21.615 17.939 14.641 0.2742
H 19.494 17.081 12.707 0.4191
H 19.589 16.431 14.419 0.4132
H 17.554 18.318 13.279 0.4025
H 17.794 18.383 15.786 0.5781
H 17.601 16.646 15.929 0.2619
H 16.202 17.687 15.474 0.0439
H 16.020 16.249 13.214 0.0039
H 17.355 16.007 12.372 0.2017
C 13.607 9.751 14.919 -0.2048
O 14.447 10.920 14.896 -0.6090
C 14.244 11.704 13.755 0.4992
C 15.292 12.832 13.684 0.8436
C 14.903 13.736 12.500 1.2929
N 16.649 12.234 13.785 1.0804
H 13.906 9.037 14.182 0.2669
H 12.501 10.021 14.783 -0.0970
H 13.730 9.216 15.903 0.1393
H 14.402 11.085 12.849 -0.4156
H 13.268 12.128 13.650 0.2468
H 15.045 13.428 14.568 -0.3679
H 15.794 14.351 12.249 -0.4717
H 14.077 14.454 12.754 -0.3592
H 14.554 13.276 11.551 -1.4234
H 16.705 11.515 13.042 0.0185
H 17.350 12.994 13.752 -0.4363
C 19.746 13.490 10.690 -0.9140
C 19.059 14.564 9.886 -0.4474
O 17.777 14.875 10.440 -0.4587
H 19.786 13.823 11.743 0.1924
H 20.758 13.423 10.333 0.4644
H 19.153 12.528 10.623 0.2193
H 18.852 14.223 8.877 0.3199
H 19.632 15.441 9.793 0.4237
H 17.475 13.997 10.721 0.1534
O 16.847 12.453 16.671 -0.7778
H 16.075 12.205 17.207 0.3065
H 16.685 11.962 15.831 0.2240
O 12.337 11.778 18.364 -0.5366
H 12.555 12.586 18.814 0.3014
H 11.449 11.446 18.604 0.3184
O 18.340 14.611 15.454 -0.6019
H 17.803 13.924 15.863 0.3531
H 17.918 14.948 14.664 0.2208
```

2 | Molecular formula: C30H89N7O11
Method: DFT, wB97M-V/def2-TZVPD

SMILES = COC[C@H](C)N.COC[C@H](C)N.COC[C@H](C)N.COC[C@H](C)N.COC[C@H](C)N.COC[C@H](C)N.COC[C@H](C)N.CO.CO.O.O
HOMO = -0.326 Ha
Total charge = 0

The geometry in XYZ format:
```
137
Properties=species:S:1:pos:R:3:mulliken_charge:R:1
C 0.086 -3.957 -0.975 -0.6098
O 1.279 -3.522 -0.372 -0.1881
C 2.411 -4.291 -0.731 -0.5898
C 3.679 -3.566 -0.295 0.2583
C 3.677 -2.195 -0.948 -0.7747
N 4.871 -4.280 -0.761 -0.7305
H -0.348 -4.793 -0.403 0.3133
H 0.237 -4.344 -1.989 0.2861
H -0.612 -3.123 -0.961 0.0885
H 2.307 -5.291 -0.284 0.3059
H 2.410 -4.411 -1.827 0.1981
H 3.625 -3.481 0.792 0.3740
H 4.431 -1.542 -0.512 0.1231
H 2.705 -1.707 -0.925 0.0741
H 3.927 -2.361 -2.000 0.2227
H 4.752 -4.419 -1.764 0.2864
H 4.902 -5.240 -0.423 0.2910
C -3.735 3.488 2.171 -0.5421
O -4.090 2.471 3.058 -0.2596
C -3.635 2.733 4.360 -0.7658
C -3.873 1.529 5.239 0.8092
C -5.375 1.309 5.492 -1.5549
N -3.198 1.736 6.522 -0.7432
H -4.091 3.241 1.170 0.2023
H -2.645 3.587 2.038 0.1318
H -4.070 4.478 2.507 0.3564
H -2.584 3.065 4.388 0.3287
H -4.146 3.616 4.791 0.2336
H -3.462 0.655 4.713 0.2374
H -5.973 1.355 4.590 0.2716
H -5.639 2.175 6.113 0.4359
H -5.436 0.415 6.111 0.3906
H -3.605 1.112 7.211 0.2740
H -2.221 1.469 6.473 0.2359
C 1.185 -1.034 6.873 -0.7810
O 1.200 0.121 6.073 -0.2050
C 2.381 0.205 5.312 -0.9071
C 2.332 1.447 4.456 0.3347
C 1.213 1.436 3.425 -1.0388
N 3.648 1.735 3.896 -0.7159
H 2.051 -1.021 7.547 0.3048
H 1.207 -1.934 6.248 0.3383
H 0.287 -1.036 7.486 0.2159
H 3.273 0.226 5.951 0.4409
H 2.485 -0.686 4.663 0.3264
H 2.086 2.271 5.139 0.2519
H 1.043 2.410 2.968 0.2312
H 0.275 1.098 3.874 0.5321
H 1.443 0.730 2.616 0.1074
H 3.580 2.568 3.321 0.3209
H 3.909 1.034 3.209 0.2453
C 3.749 1.416 0.406 -0.6787
O 3.648 2.658 1.086 -0.3060
C 3.204 3.744 0.327 0.6280
C 4.209 4.271 -0.678 0.7845
C 5.657 4.253 -0.168 -1.6810
N 3.800 5.622 -1.107 -0.5237
H 4.259 0.732 1.079 0.2926
H 4.261 1.507 -0.555 0.4786
H 2.746 1.009 0.228 0.1482
H 2.279 3.524 -0.221 -1.1764
H 2.943 4.536 1.035 0.4367
H 4.239 3.632 -1.567 0.0063
H 6.290 4.625 -0.980 0.4670
H 6.034 3.246 0.013 0.3035
H 5.780 4.890 0.710 0.3665
H 4.195 6.246 -0.411 0.2844
H 4.161 5.846 -2.023 0.3158
C -1.797 0.549 0.154 0.1062
O -0.833 -0.247 -0.514 -0.2279
C 0.271 0.515 -0.942 0.5912
C -0.024 1.457 -2.090 0.9288
C -0.457 0.710 -3.344 -1.3477
N 1.261 2.141 -2.408 0.6390
H -1.396 1.135 0.985 0.0391
H -2.504 -0.139 0.624 -0.2869
H -2.351 1.170 -0.554 0.2459
H 0.766 1.015 -0.101 -0.5877
H 1.011 -0.206 -1.313 -0.4839
H -0.769 2.218 -1.834 -0.1407
H -0.619 1.357 -4.205 0.4708
H -1.321 0.081 -3.127 0.4510
H 0.376 0.044 -3.588 -0.0335
H 1.096 2.773 -3.189 0.4115
H 1.400 2.833 -1.676 -0.9009
C -4.108 -2.937 1.404 -0.2933
O -5.032 -2.452 2.316 -0.1525
C -5.909 -3.440 2.774 -0.8869
C -6.760 -2.870 3.887 0.7959
C -7.862 -3.792 4.316 -1.6224
N -7.312 -1.556 3.477 -0.7477
H -3.419 -2.144 1.104 -0.2505
H -4.568 -3.298 0.471 0.3348
H -3.468 -3.744 1.789 0.3321
H -6.575 -3.768 1.955 0.3629
H -5.367 -4.337 3.103 0.3857
H -6.080 -2.754 4.750 0.1185
H -8.208 -3.602 5.338 0.4029
H -7.563 -4.842 4.383 0.3791
H -8.730 -3.697 3.660 0.4110
H -6.513 -0.931 3.448 0.1951
H -7.900 -1.291 4.262 0.3102
C 0.077 -2.683 -5.022 -0.3579
O 0.107 -3.395 -6.243 -0.3940
C 1.421 -3.720 -6.639 -0.6259
C 1.378 -4.393 -8.009 0.3630
C 0.574 -5.679 -7.950 -1.4341
N 2.775 -4.650 -8.407 -0.6529
H -0.937 -2.668 -4.639 0.3281
H 0.538 -1.700 -5.179 0.2541
H 0.729 -3.177 -4.283 0.0792
H 2.006 -2.799 -6.766 0.2636
H 1.868 -4.383 -5.886 0.2312
H 0.950 -3.682 -8.716 0.3913
H 0.399 -6.118 -8.932 0.3725
H -0.433 -5.500 -7.547 0.3502
H 0.957 -6.382 -7.204 0.3406
H 2.897 -4.479 -9.395 0.2572
H 3.026 -5.611 -8.221 0.2468
C 0.193 5.572 -3.940 -0.7122
O 1.244 4.938 -3.265 -0.3970
H -0.789 5.099 -3.811 0.1954
H 0.129 6.647 -3.750 0.3408
H 0.368 5.517 -5.022 0.2865
H 1.337 5.347 -2.397 0.2037
C 3.498 0.051 -4.035 0.0499
O 3.767 1.388 -3.609 -0.6103
H 4.314 -0.298 -4.658 0.3843
H 3.483 -0.545 -3.113 -0.2733
H 2.501 -0.055 -4.473 0.1687
H 2.955 1.633 -3.134 0.3885
O -0.486 3.481 0.533 -0.4181
H -0.073 4.319 0.302 0.2296
H -1.303 3.460 0.017 0.0951
O -2.930 3.733 -1.384 -0.5329
H -3.170 3.324 -2.221 0.2668
H -3.714 4.223 -1.118 0.2532
```

Most stable pick: 2. Distance to second place: 0.188 eV.

1 | Molecular formula: CHN5O
Method: DFT, wB97M-V/def2-TZVPD

SMILES = N=C=N/N=N\N=O
HOMO (spin up / spin down) = -0.342 / -0.342 Ha
Total charge = 0

The geometry in XYZ format:
```
8
Properties=species:S:1:pos:R:3:mulliken_charge:R:1
N 0.014 0.163 0.331 -0.4931
C 0.278 -0.984 0.632 0.5690
N 0.839 -2.001 1.011 -0.1165
N 0.556 -3.300 0.794 -0.3644
N -0.390 -3.300 -0.117 0.1319
N -1.175 -2.464 -0.384 0.4233
O -1.671 -1.811 -1.266 -0.4301
H -0.852 0.596 0.563 0.2798
```

2 | Molecular formula: CHN5O
Method: DFT, wB97M-V/def2-TZVPD

HOMO (spin up / spin down) = -0.302 / -0.310 Ha
Total charge = 0

The geometry in XYZ format:
```
8
Properties=species:S:1:pos:R:3:mulliken_charge:R:1
C -1.421 0.574 -0.934 -0.1298
N -1.467 -0.364 -0.189 0.4301
N -0.959 -1.272 0.411 -0.5583
N 0.262 -1.242 0.722 -0.1692
N 1.965 0.208 0.152 0.2016
N 0.938 -0.210 0.470 0.4162
O 2.814 0.998 0.514 -0.4870
H -2.132 1.308 -1.147 0.2963
```

Most stable pick: 1. Distance to second place: 2.545 eV.

1 | Molecular formula: C6H37NO14
Method: DFT, wB97M-V/def2-TZVPD

HOMO = -0.351 Ha
Total charge = 0

The geometry in XYZ format:
```
58
Properties=species:S:1:pos:R:3:mulliken_charge:R:1
C -3.197 1.626 0.154 -1.0727
N -1.835 1.061 0.350 0.1691
C -1.424 0.502 -0.943 0.7431
C -1.482 1.496 -2.130 -0.4980
C -0.196 1.630 -2.946 -0.1025
C 0.406 2.795 -3.158 -0.9989
C -2.166 -0.815 -1.210 -0.2431
O -2.992 -1.248 -0.416 -0.6894
H -3.635 1.243 -0.770 0.4257
H -3.865 1.348 0.968 0.3668
H -3.304 2.711 0.081 0.2624
H -1.204 1.855 0.514 -0.2446
H -0.286 0.355 -0.793 -0.1322
H -2.292 1.334 -2.845 0.3122
H -1.625 2.464 -1.676 0.2715
H 0.271 0.706 -3.239 0.3995
H 0.073 3.844 -2.910 0.1772
H 1.321 2.978 -3.656 0.3155
H -2.056 -1.336 -2.130 0.6597
H 1.489 -0.265 0.867 -0.0571
H 1.533 -1.688 0.099 0.4018
O 1.697 -0.743 0.069 -0.3941
H -1.424 0.796 3.467 0.2696
H -0.966 0.273 1.998 0.2889
O -0.772 0.861 2.773 -0.6083
H -0.647 -3.014 -3.143 0.3301
H 0.693 -2.306 -2.740 0.2307
O -0.209 -2.526 -2.428 -0.4853
H 0.440 -3.747 0.286 0.3008
H 0.835 -3.134 1.621 0.3907
O 1.248 -3.490 0.805 -0.7423
H 0.609 3.207 2.683 0.3260
H 1.580 3.656 1.546 0.3191
O 0.787 3.920 2.021 -0.7099
H 2.772 -0.798 -3.189 0.2846
H 1.937 -0.913 -1.837 0.3270
O 1.979 -1.126 -2.775 -0.6800
H -0.653 -2.139 2.323 0.3812
H -0.061 -2.149 3.820 0.2878
O 0.136 -2.136 2.879 -0.6697
H -2.790 -0.947 1.627 0.3587
H -2.912 -2.445 1.433 0.3365
O -2.512 -1.790 2.013 -0.7470
H 0.834 0.399 3.166 0.3857
H 2.252 -0.052 3.434 0.3379
O 1.697 0.750 3.514 -0.6880
H -0.115 -4.559 -1.341 0.3304
H -1.544 -4.063 -1.467 0.3226
O -1.020 -4.864 -1.287 -0.6512
H -0.522 3.643 0.604 0.3715
H -1.236 4.957 0.161 0.2605
O -0.988 4.080 -0.117 -0.5298
H 3.182 1.154 1.696 0.2698
H 4.368 0.865 0.741 0.3354
O 4.093 0.842 1.657 -0.6069
H 4.544 -2.290 -0.584 0.2881
H 4.453 -1.372 0.643 0.3326
O 4.703 -1.395 -0.281 -0.6196
```

2 | Molecular formula: C6H37NO14
Method: DFT, wB97M-V/def2-TZVPD

HOMO = -0.353 Ha
Total charge = 0

The geometry in XYZ format:
```
58
Properties=species:S:1:pos:R:3:mulliken_charge:R:1
C -0.588 2.861 0.786 -0.2351
N -0.810 1.458 0.349 0.8634
C -0.357 0.355 1.061 0.9126
C 0.191 0.320 2.588 -1.8433
O -0.350 -0.652 0.358 -0.4492
C -0.895 1.444 -1.145 -0.2039
C 0.000 2.657 -1.512 -0.0269
C -0.046 3.753 -0.301 -1.2159
H -1.610 3.263 1.020 0.1459
H -0.056 3.070 1.868 0.1725
H 0.788 1.129 2.625 0.5787
H -0.786 0.348 3.165 0.4333
H 0.596 -0.606 2.998 0.2838
H -2.019 1.676 -1.324 0.1629
H -0.532 0.442 -1.566 -0.1467
H -0.362 3.056 -2.484 0.5092
H 1.067 2.290 -1.612 -0.2227
H 1.006 4.061 -0.091 0.4104
H -0.592 4.642 -0.600 0.3973
H -1.438 -1.485 2.977 0.2529
H -1.638 -1.408 1.468 0.2119
O -2.042 -1.122 2.271 -0.6168
H -2.937 2.834 2.191 0.3594
H -2.918 2.543 3.722 0.2987
O -3.419 2.874 3.014 -0.6499
H -1.195 -3.486 -2.711 0.3253
H -0.949 -3.894 -1.396 0.3248
O -0.723 -4.225 -2.239 -0.6796
H 3.927 -1.631 -1.081 0.2397
H 2.886 -2.518 -0.332 0.3775
O 3.448 -1.659 -0.304 -0.5737
H -0.988 -1.491 -3.196 0.2462
H 0.371 -1.677 -2.491 0.2867
O -0.134 -1.409 -3.242 -0.6584
H -4.058 -1.754 1.468 0.3650
H -2.869 -2.390 0.663 0.2883
O -3.811 -2.605 0.847 -0.6529
H -2.881 -0.807 -1.476 0.2689
H -3.952 -1.676 -1.972 0.2389
O -3.140 -1.413 -2.036 -0.4911
H 1.625 -2.749 3.116 0.2812
H 1.914 -1.746 4.158 0.2889
O 1.249 -2.175 3.697 -0.6466
H 3.570 -0.472 1.560 0.3131
H 3.169 0.958 2.013 0.2919
O 3.881 0.377 1.936 -0.6416
H 0.418 0.502 -3.930 0.3269
H -0.766 0.737 -3.502 0.3180
O -0.096 1.300 -3.755 -0.6092
H 2.689 0.419 -2.208 0.2467
H 3.443 1.264 -3.262 0.3434
O 3.480 1.051 -2.261 -0.6359
H 1.091 -3.849 -1.216 0.3932
H 0.537 -2.769 -0.185 0.2517
O 1.281 -3.326 -0.368 -0.6903
H 2.094 2.700 -0.202 0.2660
H 2.939 2.349 1.114 0.2324
O 2.158 2.931 0.756 -0.6179
```

Most stable pick: 1. Distance to second place: 3.795 eV.